Molecular formula: C7H6N2S
Method: DFT, ωB97M-V/def2-TZVPD

XYZ file:
```
16
Properties=species:S:1:pos:R:3:forces:R:3:mulliken_charge:R:1
C -1.345595 -0.416185 1.469918 -1.854 -1.579 0.476 0.15
C -0.224270 -0.557495 -1.177547 2.241 -1.319 -0.658 -0.53
C -1.162342 0.340613 -1.504356 0.541 -0.680 -1.604 -0.20
C 0.596217 -0.547371 0.058588 -0.990 -0.444 -1.801 0.93
C -1.299202 1.702424 0.490164 -1.409 1.954 -0.938 0.42
C 0.012095 -0.461528 1.237648 2.243 -0.056 1.359 -0.58
C 2.068432 -0.557688 -0.201279 0.679 0.728 -1.698 -1.14
N -2.466544 -0.537720 1.691351 -0.269 0.006 0.055 -0.45
N -1.534028 1.309995 -0.639845 0.244 1.130 1.904 -0.31
S -1.329984 2.575401 1.827503 0.454 -0.513 -0.913 -0.26
H 0.328988 -1.293532 -1.862024 -1.786 1.279 0.229 0.30
H -1.555288 0.446888 -2.543293 0.161 -0.348 1.128 0.36
H 0.616396 -0.451806 2.133969 0.135 0.063 0.164 0.37
H 2.364791 -0.957110 -1.263431 -0.880 0.826 1.900 0.35
H 2.657216 -1.168411 0.490919 -0.092 0.660 0.226 0.34
H 2.273119 0.573527 -0.208285 0.580 -1.707 0.169 0.25
```
Positions in Å, forces in eV/Å.

The calculation puts the LUMO energy at -0.4 eV. Its largest force on an atom is 0.052 hartree/bohr. For the orbital gap, the calculation gives 8.312 eV. Its energy above the lowest of the compared OMol25 structures with the same formula, charge and spin is 36.94 kcal/mol. As for the structure (SMILES): CC(/C=C\N=C=S)=C/C#N. Its HOMO energy is -8.699 eV.